(1)
Below is a single C5H10O molecule, with properties calculated with wB97M-V/def2-TZVPD.

Each line ends with the Löwdin charge.
Element x y z (Å)
O: -1.671 -0.150 0.889  -0.0795
C: -1.098 0.223 -0.371  -0.4176
C: -0.252 -0.971 -0.751  -0.0970
C: 0.714 -0.841 0.634  -0.1395
C: 1.225 0.571 0.303  -0.2018
C: -0.045 1.319 -0.197  -0.1427
H: -1.569 -1.114 0.908  0.0804
H: -1.945 0.508 -1.004  0.1397
H: -0.907 -1.804 -1.100  0.1130
H: 0.391 -0.785 -1.639  0.1143
H: 1.442 -1.643 0.691  0.0872
H: 0.303 -0.759 1.672  0.1132
H: 1.718 1.129 1.110  0.1077
H: 1.956 0.434 -0.496  0.0993
H: -0.413 2.064 0.508  0.1102
H: 0.150 1.818 -1.156  0.1131

Results
Orbital gap = 0.4012 Ha
Molecular weight = 86.13 g mol⁻¹
Total charge = 0

(2)
Below is a single C5H10O molecule, with properties calculated with wB97M-V/def2-TZVPD.

Each line ends with the Löwdin charge.
Element x y z (Å)
C: 2.081 0.530 2.012  -0.1336
C: 1.401 1.029 0.797  -0.1973
C: 0.272 0.411 0.564  -0.2226
O: -0.165 0.193 -0.674  -0.0835
C: -1.349 -0.562 -0.707  -0.2889
C: -1.723 -0.717 -2.157  -0.0735
H: 1.475 -0.018 2.751  0.0710
H: 2.896 -0.162 1.665  0.0946
H: 2.127 1.657 2.234  0.0989
H: 2.038 1.443 0.021  0.1183
H: -0.316 0.014 1.401  0.1310
H: -2.118 -0.026 -0.138  0.1220
H: -1.179 -1.536 -0.219  0.1251
H: -2.656 -1.277 -2.237  0.0758
H: -0.934 -1.247 -2.699  0.0812
H: -1.852 0.269 -2.614  0.0814

Results
Orbital gap = 0.3322 Ha
Molecular weight = 86.13 g mol⁻¹
Total charge = 0

(3)
Below is a single C5H10O molecule, with properties calculated with wB97M-V/def2-TZVPD.

Each line ends with the Löwdin charge.
Element x y z (Å)
C: -0.472 1.244 -1.258  -0.0787
C: -0.243 0.258 -0.129  -0.4078
C: -1.358 -0.769 0.059  -0.0542
C: 1.174 -0.301 -0.041  -0.2761
C: 1.421 -0.608 1.350  -0.1597
O: 1.633 -1.600 0.356  -0.0103
H: 0.399 1.904 -1.364  0.0779
H: -1.328 1.871 -0.983  0.0823
H: -0.670 0.762 -2.219  0.0797
H: -0.204 0.904 0.765  0.1267
H: -2.158 -0.337 0.668  0.0814
H: -1.012 -1.688 0.547  0.0789
H: -1.785 -1.057 -0.906  0.0794
H: 1.941 0.211 -0.629  0.1486
H: 2.125 0.049 1.841  0.1167
H: 0.537 -0.843 1.944  0.1154

Results
Orbital gap = 0.4051 Ha
Molecular weight = 86.13 g mol⁻¹
Total charge = 0

(4)
Below is a single C5H10O molecule, with properties calculated with wB97M-V/def2-TZVPD.

Each line ends with the Löwdin charge.
Element x y z (Å)
C: -2.204 -0.211 0.222  -0.0397
C: -0.849 0.122 -0.436  -0.4457
O: -0.646 1.468 -0.814  -0.1128
C: 0.351 0.008 0.481  -0.2066
C: 1.468 -0.908 0.380  -0.1499
C: 1.770 0.431 -0.254  -0.1075
H: -2.381 0.382 1.126  0.0777
H: -2.268 -1.278 0.494  0.0828
H: -3.026 -0.006 -0.472  0.0771
H: -0.738 -0.566 -1.296  0.1430
H: 0.435 1.404 -0.708  0.0970
H: 0.178 0.569 1.404  0.1537
H: 2.035 -1.126 1.268  0.1021
H: 1.354 -1.695 -0.352  0.1113
H: 2.050 0.325 -1.315  0.1177
H: 2.470 1.082 0.273  0.0998

Results
Orbital gap = 0.3892 Ha
Molecular weight = 86.13 g mol⁻¹
Total charge = 0

(5)
Below is a single C5H10O molecule, with properties calculated with wB97M-V/def2-TZVPD.

Each line ends with the Löwdin charge.
Element x y z (Å)
C: 2.139 0.048 -0.090  -0.1159
C: 0.739 0.580 -0.619  -0.0857
C: -1.005 -0.079 -0.377  -0.1756
C: -2.186 0.354 0.531  -0.0627
C: -0.198 -1.054 0.306  -0.4337
O: -0.006 -1.009 1.510  -0.0009
H: 2.906 0.790 -0.375  0.0756
H: 2.201 -0.070 0.996  0.0697
H: 2.481 -0.900 -0.533  0.0724
H: 0.799 0.522 -1.704  0.0860
H: 0.644 1.595 -0.256  0.0919
H: -1.329 -0.262 -1.407  0.1196
H: -1.891 1.079 1.283  0.0721
H: -3.088 0.706 0.009  0.0721
H: -2.493 -0.536 1.110  0.0838
H: 0.287 -1.762 -0.383  0.1312

Results
Orbital gap = 0.3738 Ha
Molecular weight = 86.13 g mol⁻¹
Total charge = 0

(6)
Below is 2 unconnected molecules or ions with the total composition C5H10O, with properties calculated with wB97M-V/def2-TZVPD.

Each line ends with the Löwdin charge.
Element x y z (Å)
C: 2.041 -0.026 -0.092  -0.0592
C: 0.557 -0.184 -0.010  -0.3410
C: -0.133 -0.664 1.022  -0.1991
O: -1.467 -0.827 0.830  -0.0981
C: -1.759 -0.311 -0.483  -0.1593
C: -0.405 -0.030 -1.168  -0.1179
H: 2.349 0.857 -0.664  0.0761
H: 2.488 0.047 0.906  0.0790
H: 2.473 -0.904 -0.589  0.0787
H: 0.200 -0.880 2.032  0.1379
H: -2.373 -1.048 -1.006  0.1181
H: -2.345 0.604 -0.345  0.1156
H: -0.396 0.962 -1.640  0.1148
H: -0.168 -0.764 -1.949  0.1141
H: -0.278 1.512 1.311  0.0602
H: -0.785 1.657 1.845  0.0800

Results
Orbital gap = 0.3349 Ha
Molecular weight = 86.13 g mol⁻¹
Total charge = 0

(7)
Below is a single C5H10O molecule, with properties calculated with wB97M-V/def2-TZVPD.

Each line ends with the Löwdin charge.
Element x y z (Å)
C: 1.479 -0.116 -0.323  -0.0466
C: -0.032 0.026 -0.242  -0.4917
C: -0.569 1.195 -1.036  -0.0452
C: -0.736 -1.301 -0.057  -0.0335
C: -0.691 -0.308 1.066  -0.3318
O: 0.104 -0.474 2.203  -0.0144
H: 2.000 0.826 -0.107  0.0821
H: 1.850 -0.879 0.367  0.0816
H: 1.750 -0.417 -1.343  0.0872
H: -1.663 1.215 -1.069  0.0807
H: -0.187 1.207 -2.062  0.0794
H: -0.234 2.123 -0.553  0.0841
H: -1.710 -1.462 -0.513  0.1051
H: -0.104 -2.185 -0.018  0.1126
H: -1.668 0.127 1.289  0.1461
H: 0.411 0.424 2.397  0.1043

Results
Orbital gap = 0.3805 Ha
Molecular weight = 86.13 g mol⁻¹
Total charge = 0

(8)
Below is a molecular structure, C5H10O, with properties calculated with wB97M-V/def2-TZVPD.

Each line ends with the Löwdin charge.
Element x y z (Å)
C: -1.249 0.432 -0.806  -0.0847
C: -0.524 -0.266 0.301  -0.2395
C: -0.507 -1.766 0.207  -0.1487
O: 0.736 -1.481 -0.430  -0.0588
C: 1.003 -0.191 0.392  -0.4092
C: 1.570 0.998 -0.099  -0.0316
H: -1.022 1.500 -0.824  0.0725
H: -2.328 0.288 -0.683  0.0923
H: -0.959 -0.003 -1.773  0.1045
H: -0.488 1.208 1.355  0.1036
H: -1.213 -2.242 -0.477  0.1257
H: -0.397 -2.323 1.145  0.1220
H: 1.384 -0.514 1.364  0.1461
H: 1.295 1.368 -1.083  0.0561
H: 2.494 1.375 0.323  0.0489
H: 0.203 1.617 1.088  0.1009

Results
Orbital gap (alpha / beta) = 0.2792 / 0.2699 Ha
Molecular weight = 86.13 g mol⁻¹
Total charge = 0

(9)
Below is a single C5H10O molecule, with properties calculated with wB97M-V/def2-TZVPD.

Each line ends with the Löwdin charge.
Element x y z (Å)
C: -0.393 -1.397 1.494  -0.1040
C: -0.491 -0.645 0.203  -0.1400
C: 0.452 0.157 -0.302  -0.3671
C: 1.908 0.126 0.091  -0.0189
O: 0.171 1.097 -1.254  -0.0988
C: -1.203 1.377 -1.462  -0.0979
H: 0.389 -0.985 2.138  0.0707
H: -0.224 -2.472 1.372  0.0717
H: -1.343 -1.273 2.029  0.0726
H: -1.446 -0.694 -0.307  0.0899
H: 2.147 0.791 0.929  0.0856
H: 2.192 -0.891 0.376  0.0813
H: 2.536 0.422 -0.756  0.0839
H: -1.639 0.705 -2.212  0.0958
H: -1.270 2.410 -1.804  0.0891
H: -1.785 1.272 -0.536  0.0859

Results
Orbital gap = 0.3421 Ha
Molecular weight = 86.13 g mol⁻¹
Total charge = 0

(10)
Below is a molecular structure, C5H10O, with properties calculated with wB97M-V/def2-TZVPD.

Each line ends with the Löwdin charge.
Element x y z (Å)
C: -0.551 1.408 -1.244  -0.0958
C: -0.424 0.060 -0.559  -0.2655
C: 0.782 -0.768 -0.805  -0.2014
C: 0.943 -0.849 0.703  -0.1810
C: -0.175 0.680 1.310  -0.0840
O: 0.324 -1.988 1.118  -0.0404
H: -0.787 1.306 -2.315  0.0853
H: -1.336 2.021 -0.783  0.0730
H: 0.396 1.956 -1.171  0.0831
H: -1.347 -0.523 -0.487  0.1311
H: 0.614 -1.745 -1.262  0.1144
H: 1.610 -0.238 -1.285  0.1107
H: -0.122 0.250 2.328  0.0563
H: -1.186 1.105 1.249  0.0490
H: 0.561 1.489 1.276  0.0641
H: 0.349 -1.998 2.087  0.1012

Results
Orbital gap = 0.3110 Ha
Molecular weight = 86.13 g mol⁻¹
Total charge = 0

(11)
Below is a molecular structure, C5H10O, with properties calculated with wB97M-V/def2-TZVPD.

Each line ends with the Löwdin charge.
Element x y z (Å)
C: 1.506 -0.871 -0.153  -0.0621
C: 0.288 -0.082 0.210  -0.2923
C: -0.108 1.213 0.307  -0.0922
C: -1.348 0.981 -0.498  -0.1090
C: -1.108 -0.518 -0.096  -0.3564
O: -1.260 -1.575 -0.998  -0.0081
H: 1.628 -1.824 0.370  0.0834
H: 1.335 -1.122 -1.210  0.0902
H: 2.432 -0.295 -0.097  0.0612
H: 1.706 0.707 1.802  0.0779
H: 0.208 2.089 0.855  0.0739
H: 1.932 1.328 1.463  0.0744
H: -2.282 1.511 -0.299  0.0965
H: -1.097 1.036 -1.565  0.1163
H: -1.660 -0.703 0.837  0.1518
H: -2.173 -1.876 -0.929  0.0945

Results
Orbital gap = 0.3461 Ha
Molecular weight = 86.13 g mol⁻¹
Total charge = 0

(12)
Below is a single C5H10O molecule, with properties calculated with wB97M-V/def2-TZVPD.

Each line ends with the Löwdin charge.
Element x y z (Å)
C: 1.709 0.326 -0.877  -0.0976
C: 0.865 0.971 0.223  -0.2067
C: 0.224 -0.086 1.090  -0.2945
O: -1.004 0.209 1.743  -0.0137
C: -1.009 -0.798 0.734  -0.3104
C: -1.827 -0.519 -0.500  -0.0400
H: 2.424 -0.391 -0.456  0.0760
H: 2.278 1.073 -1.438  0.0713
H: 1.074 -0.219 -1.585  0.0705
H: 1.492 1.613 0.853  0.1136
H: 0.093 1.616 -0.208  0.1081
H: 0.931 -0.627 1.725  0.1458
H: -1.116 -1.811 1.131  0.1387
H: -1.728 0.523 -0.814  0.0773
H: -2.885 -0.711 -0.295  0.0806
H: -1.521 -1.169 -1.328  0.0809

Results
Orbital gap = 0.4112 Ha
Molecular weight = 86.13 g mol⁻¹
Total charge = 0

Q: What is the molecular weight in the sixth record?
A: 86.13 g mol⁻¹

Q: molecular weight of number 2 (C5H10O)?
A: 86.13 g mol⁻¹

Q: total charge of number 9 (C5H10O)?
A: 0

Q: Number 12 is which compound?
A: C5H10O